(1)
ORCA calculation (the ωB97M-V functional and the def2-TZVPD basis) on a gas-phase ion, H2N2P (charge +1) in a non-equilibrium geometry.

Each line ends with the natural charge from an NBO analysis.
Positions of all 5 atoms, in Å:
N (-2.8272, -0.0957, 0.0217)  0.392
N (-1.7018, 0.0520, 0.0077)  -0.192
P (-0.2566, 0.8224, -0.0249)  0.660
H (0.3528, 0.1000, -0.9807)  0.045
H (0.2719, 0.0648, 1.1778)  0.095

Force components x, y, z for each atom (eV/Å):
4.913 0.212 -0.002
-8.364 -2.037 -0.188
3.662 2.194 2.831
0.426 -1.207 -1.191
-0.637 0.839 -1.450

## Properties
* net charge: +1
* structure (SMILES): N#[N+]P
* frontier orbital gap: 0.37716 hartree


(2)
ORCA calculation (the ωB97M-V functional and the def2-TZVPD basis) on a molecular structure, C41H39IrN2O2P2 in a non-equilibrium geometry.

Each line ends with the Mulliken charge.
Positions of all 87 atoms, in Å:
Ir (0.5223, 0.6561, -1.3261)  1.129
C (1.1846, -2.3585, 1.4193)  -0.299
C (2.1718, -1.1955, 1.6011)  0.520
P (2.1806, 0.0106, 3.0324)  -0.202
C (0.8170, 1.1882, 2.6293)  0.377
C (1.0022, 2.5380, 2.9210)  -0.757
C (-0.0600, 3.4304, 2.8519)  -0.650
C (-1.3255, 2.9830, 2.5035)  -0.723
C (-1.5187, 1.6436, 2.1946)  -0.122
C (-0.4502, 0.7622, 2.2405)  0.907
C (1.3014, -0.8091, 4.4332)  0.719
C (0.7971, 0.0134, 5.4458)  -0.462
C (0.1622, -0.5317, 6.5490)  -0.615
C (0.0020, -1.9083, 6.6562)  -0.479
C (0.5426, -2.7336, 5.6854)  -0.634
C (1.2045, -2.1888, 4.5899)  -0.324
C (0.8129, -2.6596, -0.0534)  -2.081
P (-0.4225, -1.5851, -0.9448)  0.629
C (-0.3425, -2.2086, -2.6529)  0.565
C (0.4325, -3.2813, -3.0679)  -0.573
C (0.4119, -3.6754, -4.3996)  -0.833
C (-0.3906, -3.0129, -5.3131)  -0.534
C (-1.1746, -1.9431, -4.8998)  -0.674
C (-1.1430, -1.5383, -3.5779)  -0.033
C (-1.9582, -2.4532, -0.3754)  0.927
C (-2.6434, -3.3421, -1.2052)  -0.918
C (-3.6902, -4.1093, -0.7120)  -0.693
C (-4.0846, -3.9940, 0.6126)  -0.655
C (-3.4415, -3.0823, 1.4350)  -0.887
C (-2.3951, -2.3172, 0.9441)  -0.198
H (0.2869, -2.2063, 2.0188)  0.243
H (1.6488, -3.2742, 1.7876)  0.530
H (2.0718, -0.5286, 0.7417)  -1.149
H (3.1960, -1.5737, 1.5612)  0.627
H (1.9815, 2.8815, 3.2374)  0.442
H (0.1030, 4.4790, 3.0705)  0.455
H (-2.1584, 3.6743, 2.4789)  0.420
H (-2.5021, 1.2724, 1.9292)  0.439
H (-0.6226, -0.2872, 2.0601)  -0.923
H (0.9080, 1.0875, 5.3697)  0.356
H (-0.2025, 0.1219, 7.3320)  0.391
H (-0.5298, -2.3300, 7.4997)  0.386
H (0.4572, -3.8099, 5.7757)  0.395
H (1.6570, -2.8507, 3.8635)  0.341
H (0.4316, -3.6823, -0.0966)  0.771
H (1.7172, -2.5943, -0.6664)  0.635
H (1.0704, -3.8060, -2.3692)  0.410
H (1.0309, -4.5033, -4.7210)  0.404
H (-0.3967, -3.3224, -6.3505)  0.375
H (-1.7980, -1.4184, -5.6127)  0.411
H (-1.7241, -0.6821, -3.2509)  0.282
H (-2.3605, -3.4552, -2.2402)  0.416
H (-4.1885, -4.8067, -1.3729)  0.436
H (-4.8947, -4.6014, 0.9954)  0.372
H (-3.7553, -2.9672, 2.4650)  0.448
H (-1.9206, -1.6081, 1.6101)  0.459
O (3.3312, -0.7423, -4.2295)  -0.747
C (2.7081, -0.2483, -3.3001)  0.118
O (1.4401, -0.1947, -3.1617)  -0.657
C (3.5096, 0.3480, -2.1484)  0.450
C (4.8930, 0.2543, -2.1366)  -0.623
C (5.5908, 0.7481, -1.0489)  -0.404
C (4.8772, 1.3547, -0.0212)  -0.792
C (3.5024, 1.4197, -0.1162)  -0.279
N (2.8274, 0.9062, -1.1488)  -0.190
H (5.3709, -0.2257, -2.9786)  0.540
H (6.6675, 0.6555, -0.9931)  0.425
H (5.3783, 1.7560, 0.8492)  0.450
H (2.9097, 1.8733, 0.6703)  0.501
C (0.7765, 4.7300, -1.5414)  -1.348
C (-0.6977, 4.5689, -1.7838)  1.021
C (-1.5255, 5.6605, -1.9424)  -0.690
C (-2.8823, 5.5128, -2.2136)  -0.710
C (-3.4245, 4.2395, -2.3624)  -0.694
C (-2.6474, 3.1125, -2.2033)  1.039
C (-3.2074, 1.7304, -2.3910)  -1.164
C (-1.2615, 3.2556, -1.8718)  -0.063
N (-0.5160, 2.1848, -1.6403)  0.432
H (0.9867, 5.6414, -0.9815)  0.430
H (1.3096, 4.7779, -2.4943)  0.298
H (1.1703, 3.8772, -0.9912)  -0.008
H (-1.1040, 6.6561, -1.8611)  0.426
H (-3.5120, 6.3864, -2.3207)  0.384
H (-4.4722, 4.1258, -2.6155)  0.402
H (-4.2936, 1.7352, -2.3124)  0.413
H (-2.7819, 1.0409, -1.6611)  -0.050
H (-2.9349, 1.3537, -3.3816)  0.292

Force components x, y, z for each atom (eV/Å):
-2.392 2.990 -2.950
-0.265 0.138 -0.239
-0.025 0.131 0.020
-0.286 -0.039 -0.087
0.115 -0.054 0.092
0.083 -0.130 -0.066
-0.019 0.128 -0.093
0.042 0.048 -0.033
0.052 -0.156 -0.109
-0.138 0.112 0.252
0.243 -0.035 -0.048
-0.001 -0.166 -0.002
-0.010 0.043 -0.020
0.017 0.033 0.045
0.028 -0.057 -0.051
0.060 0.030 0.049
-0.081 0.021 0.057
2.115 -0.104 -0.007
-0.235 -0.011 0.031
-0.020 0.031 0.016
0.041 -0.031 0.005
-0.001 -0.015 -0.027
-0.013 0.006 0.003
0.027 -0.053 0.026
-0.275 0.714 0.236
0.092 0.013 -0.019
0.045 0.012 0.081
-0.014 0.014 -0.112
-0.015 -0.030 0.075
0.069 0.113 0.019
-0.050 -0.101 -0.018
-0.082 0.001 0.117
0.007 0.047 0.033
-0.001 -0.052 -0.073
-0.005 0.022 -0.026
-0.019 -0.034 0.045
0.017 -0.005 -0.039
0.010 0.071 -0.031
0.065 -0.014 -0.074
-0.043 0.038 -0.011
-0.063 -0.018 -0.038
0.054 -0.007 0.013
-0.007 0.023 0.003
-0.070 0.010 0.034
0.082 -0.065 -0.103
0.027 -0.053 0.016
-0.028 -0.031 -0.031
0.004 0.021 -0.006
-0.008 0.009 0.014
0.018 0.012 0.008
-0.006 -0.028 -0.067
0.044 -0.004 -0.034
-0.019 0.016 0.004
0.003 0.019 0.004
0.034 0.021 -0.010
-0.020 -0.027 -0.044
-0.314 0.172 0.122
0.601 -0.157 0.147
-0.678 0.213 0.987
0.000 -0.135 -0.126
0.056 0.084 -0.007
-0.146 0.001 -0.007
0.144 0.041 -0.105
-0.159 0.141 0.200
-0.622 -0.962 0.527
-0.009 0.004 0.002
0.001 0.025 -0.013
-0.059 0.018 -0.005
-0.043 -0.052 -0.025
-0.084 -0.040 0.053
0.131 -0.924 0.140
-0.385 0.152 -0.098
0.106 -0.141 -0.026
-0.004 0.376 0.012
0.748 -0.351 0.197
0.075 0.138 -0.027
-1.862 1.696 -0.529
3.382 -3.791 1.628
-0.014 0.031 -0.055
0.043 -0.002 0.026
0.041 0.026 0.039
0.023 -0.020 0.026
0.012 -0.001 -0.027
-0.015 -0.008 0.045
-0.002 -0.031 0.007
-0.122 -0.038 0.041
-0.027 -0.032 0.021

## Properties
* frontier orbital gap (spin up / spin down): 0.23469 / 0.23468 hartree


Going through the records in order, we get energy relative to the best compared isomer or geometry (same formula, charge and spin) values of 18.1 190.8 kJ/mol.